DFT (the ωB97M-V functional and the def2-TZVPD basis) results for 5 unconnected molecules or ions with the total composition C2H14O4S2.

XYZ file:
```
22
Properties=species:S:1:pos:R:3:mulliken_charge:R:1
C 3.06 -2.30 2.37 -1.1312
C 2.29 -3.19 1.39 -0.3351
S 2.58 -2.54 -0.28 -0.0746
S 0.91 -2.90 -1.36 -0.2264
H 3.12 -2.75 3.34 0.3343
H 2.66 -1.29 2.41 0.3254
H 4.09 -2.21 2.03 0.3214
H 1.23 -3.22 1.61 0.3426
H 2.69 -4.19 1.46 0.2943
H 0.14 -1.83 -1.06 0.1501
O -2.48 5.95 3.93 -0.6449
H -2.86 6.67 4.45 0.3230
H -1.71 6.33 3.50 0.3219
O -5.32 4.37 -1.38 -0.6497
H -4.45 4.76 -1.22 0.3092
H -5.71 4.11 -0.53 0.3632
O -6.40 2.84 0.86 -0.6714
H -5.78 2.11 0.93 0.3261
H -6.76 3.07 1.72 0.3227
O 4.05 0.54 -4.34 -0.6341
H 4.81 0.08 -4.72 0.3178
H 4.15 0.42 -3.39 0.3155
```

The SMILES is CCSS.O.O.O.O. For the relative energy (zero: lowest compared OMol25 entry of this formula, charge and spin), the calculation gives 62.2 kJ/mol.


DFT (the ωB97M-V functional and the def2-TZVPD basis) results for C3H5N3OS in the gas phase.

XYZ file:
```
13
Properties=species:S:1:pos:R:3:mulliken_charge:R:1
H -1.37 0.61 2.86 0.2814
N -1.61 1.35 2.22 -0.6363
C -1.32 1.04 1.06 0.5698
N -0.61 -0.10 0.62 -0.4508
C -0.33 0.10 -0.59 0.3861
S 0.54 -0.89 -1.79 -0.0668
C 1.67 -1.70 -0.67 -0.7601
N -0.89 1.32 -1.08 -0.1922
O -1.53 1.95 0.02 -0.2689
H 1.16 -2.53 -0.10 0.2615
H 1.98 -1.02 0.15 0.2832
H 2.54 -2.12 -1.22 0.3135
H -0.23 1.98 -1.49 0.2795
```

The SMILES is [H]/N=c1\nc(SC)[nH]o1. For the relative energy (zero: lowest compared OMol25 entry of this formula, charge and spin), the calculation gives 240.3 kJ/mol.


DFT (the ωB97M-V functional and the def2-TZVPD basis) results for C4H9NO in the gas phase.

XYZ file:
```
15
Properties=species:S:1:pos:R:3:mulliken_charge:R:1
C 1.87 -0.40 -0.47 -1.3877
C 0.53 0.10 0.01 0.8290
N 0.48 1.50 0.34 -0.6313
C -0.20 -0.81 1.00 -0.8551
C -0.76 -0.66 -0.34 -0.0907
O -1.94 0.13 -0.35 -0.5617
H 1.92 -1.49 -0.74 0.2923
H 2.57 -0.24 0.40 0.2839
H 2.20 0.09 -1.37 0.4121
H 0.64 2.10 -0.46 0.2270
H -0.47 1.70 0.65 0.3084
H -0.79 -0.31 1.80 0.2533
H 0.29 -1.75 1.29 0.2466
H -0.73 -1.45 -1.06 0.3449
H -2.08 0.44 -1.28 0.3291
```

The SMILES is C[C@]1(N)C[C@H]1O. For the relative energy (zero: lowest compared OMol25 entry of this formula, charge and spin), the calculation gives 193.8 kJ/mol.


DFT (the ωB97M-V functional and the def2-TZVPD basis) results for 2 unconnected molecules or ions with the total composition C7H14O.

XYZ file:
```
22
Properties=species:S:1:pos:R:3:mulliken_charge:R:1
C -0.81 1.76 2.36 -0.7278
C -0.73 0.65 1.65 -0.3669
C -0.42 0.54 0.20 -0.8652
C 0.65 -0.03 -0.35 1.2441
C 0.75 -0.10 -1.84 -1.5782
C 1.65 -0.76 0.54 -0.2087
C 2.87 -1.34 -0.15 -1.2871
H -1.14 1.74 3.39 0.2790
H -0.54 2.73 1.98 0.2696
H -0.97 -0.33 2.07 0.3032
H -1.10 1.17 -0.37 0.3292
H 0.80 -1.15 -2.11 0.3400
H 1.64 0.34 -2.31 0.3272
H -0.12 0.31 -2.35 0.3483
H 1.16 -1.58 1.07 0.2804
H 1.90 -0.08 1.35 0.3368
H 3.45 -0.58 -0.69 0.3380
H 2.49 -1.86 -1.05 0.2672
H 3.37 -2.11 0.43 0.3692
O -4.79 0.15 -0.90 -0.6319
H -5.54 0.74 -1.13 0.3182
H -4.56 -0.21 -1.77 0.3154
```

The SMILES is C=C/C=C(/C)CC.O. For the relative energy (zero: lowest compared OMol25 entry of this formula, charge and spin), the calculation gives 182.1 kJ/mol.


DFT (the ωB97M-V functional and the def2-TZVPD basis) results for 7 unconnected molecules or ions with the total composition C29H54O21.

XYZ file:
```
104
Properties=species:S:1:pos:R:3:mulliken_charge:R:1
C -1.32 0.22 -0.69 -0.7021
C -0.77 0.43 0.59 -0.0121
C -1.54 1.00 1.87 -0.8602
C -2.37 2.34 1.62 0.0726
C -3.49 2.40 0.48 0.1465
C -4.00 3.90 0.80 0.0275
O -4.94 4.44 -0.13 -0.3562
C -6.31 4.10 0.25 -0.5680
C -6.81 2.68 -0.32 -0.2046
C -7.60 1.79 0.79 -0.6902
C -6.56 1.05 1.80 -0.5654
O -2.71 4.59 0.95 -0.3097
C -1.62 3.71 1.29 0.4894
O -0.41 3.97 1.33 -0.5481
H -0.58 0.00 -1.54 0.2493
H -2.43 0.30 -0.91 0.1612
H 0.32 0.11 0.74 0.2615
H -0.74 1.25 2.65 0.3214
H -2.23 0.23 2.38 0.3732
H -2.96 2.45 2.60 0.2124
H -2.96 2.38 -0.53 0.0714
H -4.26 1.57 0.38 -0.2350
H -4.42 3.94 1.87 0.2511
H -6.48 4.15 1.38 0.3658
H -6.98 4.92 -0.21 0.2857
H -5.96 2.11 -0.81 0.2183
H -7.60 2.91 -1.13 0.3289
H -8.12 0.94 0.22 0.3218
H -8.39 2.38 1.35 0.3078
H -5.91 1.88 2.24 0.0371
H -7.10 0.43 2.59 0.3763
H -5.91 0.39 1.15 0.1736
C -1.05 6.13 -0.83 -0.4181
O -0.08 7.17 -0.68 -0.3175
C 0.88 7.16 -1.62 0.7373
O 0.97 6.37 -2.53 -0.5368
O 1.72 8.18 -1.37 -0.3427
C 2.79 8.29 -2.30 -0.6185
H -1.77 6.24 -0.02 0.2630
H -1.57 6.23 -1.78 0.3006
H -0.57 5.15 -0.75 0.1236
H 2.42 8.47 -3.31 0.2850
H 3.42 7.40 -2.28 0.2831
H 3.40 9.15 -2.01 0.2193
C -1.09 -4.06 -0.10 -0.5923
O -2.14 -3.52 0.70 -0.1478
C -3.03 -4.43 1.13 0.6987
O -3.01 -5.62 0.88 -0.5568
O -3.95 -3.79 1.86 -0.2687
C -4.98 -4.64 2.38 -0.6578
H -0.43 -3.24 -0.38 0.1691
H -0.51 -4.79 0.47 0.2315
H -1.49 -4.51 -1.01 0.3245
H -4.55 -5.40 3.05 0.2932
H -5.54 -5.11 1.57 0.3002
H -5.66 -4.02 2.96 0.2104
C 0.51 -7.92 1.32 -0.5696
O 1.84 -8.42 1.13 -0.3503
C 2.65 -7.58 0.45 0.8301
O 2.35 -6.50 0.02 -0.5183
O 3.85 -8.17 0.35 -0.3374
C 4.83 -7.39 -0.35 -0.5921
H -0.05 -8.67 1.87 0.2566
H 0.53 -7.00 1.90 0.2101
H 0.02 -7.75 0.35 0.3055
H 5.01 -6.45 0.18 0.2522
H 4.51 -7.21 -1.37 0.2889
H 5.75 -7.96 -0.37 0.2313
C 3.67 -5.63 3.19 -0.3381
O 3.35 -4.28 2.86 -0.1912
C 4.15 -3.37 3.43 0.6855
O 5.08 -3.60 4.17 -0.5488
O 3.74 -2.15 3.04 -0.2286
C 4.51 -1.08 3.57 -0.6447
H 2.96 -6.28 2.68 -0.1782
H 4.67 -5.88 2.85 0.2893
H 3.57 -5.80 4.27 0.3554
H 5.55 -1.15 3.25 0.2925
H 4.45 -1.06 4.66 0.2984
H 4.10 -0.14 3.19 0.2091
C -3.55 1.23 -5.55 -0.5709
O -2.23 1.58 -5.95 -0.3349
C -1.57 2.34 -5.06 0.8027
O -2.00 2.73 -4.00 -0.5159
O -0.35 2.59 -5.56 -0.3425
C 0.47 3.40 -4.71 -0.5472
H -3.99 0.61 -6.34 0.2142
H -3.54 0.64 -4.63 0.2438
H -4.17 2.12 -5.43 0.2820
H 0.65 2.90 -3.75 0.2381
H 0.02 4.38 -4.55 0.2759
H 1.43 3.54 -5.21 0.2628
C 6.05 -0.98 -0.93 -0.5831
O 7.37 -0.62 -1.32 -0.3111
C 8.02 0.13 -0.41 0.7892
O 7.57 0.51 0.64 -0.5375
O 9.24 0.40 -0.89 -0.3160
C 10.05 1.21 -0.03 -0.6191
H 5.62 -1.59 -1.73 0.2436
H 6.06 -1.58 -0.02 0.2503
H 5.43 -0.10 -0.81 0.2853
H 10.22 0.70 0.92 0.2925
H 9.58 2.18 0.13 0.2878
H 11.01 1.36 -0.52 0.2191
```

The SMILES is C=CC[C@@H]1C[C@H](OCCCC)OC1=O.COC(=O)OC.COC(=O)OC.COC(=O)OC.COC(=O)OC.COC(=O)OC.COC(=O)OC.


DFT (the ωB97M-V functional and the def2-TZVPD basis) results for a gas-phase ion, C6H11NO4P (charge -1).

XYZ file:
```
23
Properties=species:S:1:pos:R:3:mulliken_charge:R:1
C 2.43 1.33 0.28 -0.7400
C 1.91 -0.24 0.48 -0.5214
P 0.66 -0.82 -0.84 0.1082
C 0.12 -2.58 -0.24 -0.8470
C -0.89 0.36 -0.91 0.0909
O -0.89 1.38 0.15 -0.2352
C -2.08 1.22 1.05 0.4282
N -2.02 0.12 2.12 -0.5739
O -3.18 2.00 0.97 -0.5253
C -0.84 1.02 -2.44 0.2177
O -0.29 2.23 -2.58 -0.6364
O -1.37 0.17 -3.52 -0.7160
H 3.62 1.29 0.26 0.2561
H 1.98 1.84 -0.68 0.2468
H 2.00 1.92 1.20 0.1918
H 2.81 -1.01 0.47 0.3120
H 1.39 -0.39 1.54 0.1980
H 0.90 -2.98 0.55 0.2843
H -0.96 -2.45 0.19 0.1816
H 0.18 -3.27 -1.19 0.2932
H -1.89 -0.27 -0.76 0.3397
H -1.00 -0.17 2.11 0.3470
H -2.58 -0.71 1.79 0.2996
```

The SMILES is CCP(C)[C@@H](OC(N)=O)C(=O)[O-]. The total charge is -1. For the relative energy (zero: lowest compared OMol25 entry of this formula, charge and spin), the calculation gives 588.9 kJ/mol.


What did we get for HOMO-LUMO gap? Answer: 9.7 9.8 9.3 9.4 9.8 7.6 eV, in the order shown.
What did we get for strongest force on any atom? Answer: 0.016 0.038 0.028 0.045 0.090 0.174 hartree/bohr, in the order shown.
What did we get for LUMO level? Answer: 0.583 0.466 0.792 0.825 0.393 2.982 eV, in the order shown.